Entry 1:
Density functional theory data (ωB97M-V with the def2-TZVPD basis set) for C11H10BrMnNS as an isolated structure at a distorted geometry.

Computed properties:
Multiplicity: 5
LUMO energy (spin up / spin down): 2.422 / 3.100 eV
Electronic energy: -4603.1412 Ha
Total charge: -1
Kohn-Sham gap (spin up / spin down): 5.690 / 6.736 eV
Relative energy (zero: lowest compared OMol25 entry of this formula, charge and spin): 0.000 eV
HOMO level (spin up / spin down): -0.12012 / -0.13364 hartree

Last column: Mulliken charge in e.
Cartesian coordinates (Å):
C -1.167192 -1.540714 -0.624178  -0.486
C 2.274198 0.723234 1.130173  -0.179
H -0.721655 -2.501405 -0.335070  0.662
N -0.680960 1.288833 0.986556  -0.464
H 0.062383 -0.997508 -2.465824  0.516
H 2.150268 -1.986207 -0.858137  0.484
C -2.672951 0.190054 -0.882906  -0.703
S -1.696453 3.640029 2.098507  -0.525
H -1.695853 1.090343 -2.681494  0.395
H -2.993411 -1.415055 0.659656  0.390
C -1.692924 0.336929 -1.897472  -0.516
C 1.339828 -0.109360 1.827507  -0.599
C -2.380998 -0.993491 -0.137113  -0.680
C -0.707175 -0.720375 -1.736150  -0.455
H 0.907342 0.097450 2.803193  0.441
H 3.502215 0.357899 -0.709043  0.472
H 0.569284 -2.169201 1.363334  0.496
C 1.165554 -1.312038 1.056281  -0.275
C 2.001885 -1.212920 -0.113792  -0.515
C 2.732981 0.007814 -0.028308  -0.377
Br 1.090954 2.041765 -1.621439  -0.425
Mn 0.607438 0.367636 -0.088319  0.030
C -1.089308 2.308123 1.489587  0.469
H -3.543314 0.822158 -0.714542  0.456
H 2.637865 1.686006 1.478993  0.389

Atoms 1-3, force components in eV/Å:
C -0.525 0.231 -0.801
C 1.578 -1.096 1.652
H -0.305 0.517 -0.142


Entry 2:
Density functional theory data (ωB97M-V with the def2-TZVPD basis set) for C11H10F5N3S as an isolated structure.

Computed properties:
LUMO energy: -0.797 eV
Electronic energy: -1486.9716 Ha
Kohn-Sham gap: 8.232 eV
HOMO level: -0.33183 hartree

Last column: Mulliken charge in e.
Cartesian coordinates (Å):
F -2.597741 -1.819498 -1.888069  -0.260
C 0.464922 1.069033 0.088629  -0.178
C -1.551605 2.469221 -0.175952  0.444
C 2.504435 -0.055067 -0.726577  -0.585
H 4.308342 -0.386128 0.406012  0.301
C -0.375624 0.014154 0.227804  -0.207
H 3.574138 -2.364692 1.666097  0.376
F -4.198741 -2.580979 -0.622688  -0.247
H 0.057082 -0.962096 0.386982  0.692
N -1.960256 3.725776 -0.385027  -0.688
H 2.059962 -2.440239 0.783900  0.252
N 0.499566 3.510105 -0.289777  -0.659
F -3.542853 -0.904140 1.357891  -0.294
C -3.444515 -1.511770 -0.894219  0.697
H 2.187651 0.874964 1.081821  0.296
H 3.060995 0.451353 -1.517471  0.285
C 2.824959 -1.759709 1.158013  -1.058
H 3.871908 -1.668176 -0.700769  0.341
N 1.881003 0.964562 0.123303  -0.290
C 3.464547 -0.965019 0.027261  -0.456
C -2.642268 -1.085053 0.355666  0.597
F -1.878984 -2.162668 0.677918  -0.304
S -0.642377 4.614126 -0.453361  0.175
C -2.390575 1.347658 -0.032997  -0.803
H -3.461947 1.463174 -0.069381  0.543
F -4.260008 -0.533874 -1.324368  -0.248
C -0.129904 2.342197 -0.123607  1.048
C -1.794861 0.145178 0.163865  -0.408
H 1.746384 -0.671538 -1.213523  0.345
H 2.366365 -1.120855 1.912620  0.292

Atoms 1-3, force components in eV/Å:
F -0.194 0.058 0.203
C 0.343 0.154 -0.129
C 0.100 0.069 -0.115


Entry 3:
Density functional theory data (ωB97M-V with the def2-TZVPD basis set) for a 2-piece molecular cluster, C11H10N2O2 overall at a distorted geometry.

Computed properties:
LUMO energy (spin up / spin down): -0.290 / 0.221 eV
Electronic energy: -684.9413 Ha
Kohn-Sham gap (spin up / spin down): 7.732 / 7.801 eV
Relative energy (zero: lowest compared OMol25 entry of this formula, charge and spin): 6.430 eV
HOMO level (spin up / spin down): -0.29478 / -0.27858 hartree

Last column: Mulliken charge in e.
Cartesian coordinates (Å):
H 0.338273 2.671087 0.434767  0.439
C -0.436986 0.634948 0.059268  1.222
H -0.268378 -3.277775 -0.546947  0.247
C -1.577825 -1.383136 -0.701272  -0.634
C -0.484963 2.064579 0.279905  -0.750
C 1.817604 -2.437184 0.476959  -1.569
H 2.382406 -0.086115 1.676615  0.306
H -3.831417 2.645508 -0.241995  0.298
C -1.594926 0.015293 -0.500346  0.594
C 0.690244 -0.166316 0.442183  -0.339
H -2.537115 -1.749622 -1.105658  0.300
H -1.719743 3.885691 0.218475  0.285
H 2.124341 -2.308637 1.482933  0.367
C -2.832177 2.120092 -0.284069  -0.440
C 0.609870 -1.547203 0.151025  1.247
H -3.752604 0.188282 -0.614821  0.229
N 1.753198 0.434948 0.978538  0.207
H 2.668423 -2.164754 -0.035571  0.357
O 3.583283 1.074215 -1.006871  -0.066
H 1.489815 -3.452657 0.198922  0.342
C -0.477805 -2.189101 -0.458908  -1.065
N 4.148879 0.063600 -0.900319  0.083
O 2.344644 1.418003 0.424482  -0.507
C -1.633186 2.756271 0.155021  -0.513
C -2.803851 0.789988 -0.582321  -0.642

Atoms 1-3, force components in eV/Å:
H 1.918 0.413 0.707
C -0.015 0.733 -0.073
H -1.273 0.888 -0.449


Entry 4:
Density functional theory data (ωB97M-V with the def2-TZVPD basis set) for C11H10N5O2RhS as an isolated structure at a distorted geometry.

Computed properties:
LUMO energy: -9.651 eV
Electronic energy: -1357.5758 Ha
Total charge: +2
Kohn-Sham gap: 5.693 eV
HOMO level: -0.56385 hartree

Last column: Mulliken charge in e.
Cartesian coordinates (Å):
H -3.897744 -0.429004 -1.613864  0.362
H 0.848490 -0.527586 -3.080385  0.352
N -3.676927 -0.211442 -0.637412  -0.406
N -1.336844 -0.473293 1.673036  -0.167
H 3.128889 -0.337719 -4.046496  0.412
C -3.095273 2.091417 -0.449474  0.589
O -1.850198 1.596708 -0.629700  -0.572
O -3.342430 3.247382 -0.417953  -0.437
H 4.906751 -0.230337 -0.147737  0.412
H -5.019052 1.375667 -0.388032  0.270
C 1.612130 -0.456335 -1.063306  0.790
C 1.723860 -0.454241 -2.448129  -0.827
H 1.003740 -0.198865 4.019460  0.396
C 0.945735 -0.455884 1.029072  0.274
C 0.100973 -0.283461 3.434469  -0.018
C 4.127287 -0.272396 -2.148537  -0.481
N 2.272083 -0.397393 1.064381  -0.001
H -4.199994 -0.860374 -0.053117  0.316
C 2.992803 -0.353396 -2.974258  -0.639
C -2.188886 -0.379950 2.666141  -0.085
H 5.105249 -0.192931 -2.602014  0.420
Rh -1.511400 -0.253812 -0.361660  0.997
S -1.438581 -0.243642 4.172693  0.022
N -4.048978 1.101001 -0.293622  -0.122
N 0.502502 -0.521195 -0.221011  -0.213
C 2.746246 -0.387501 -0.250697  0.810
C 4.028095 -0.291539 -0.775442  -1.004
H 2.845322 -0.382318 1.895671  0.261
C -0.021550 -0.409335 2.094461  -0.122
H -3.262305 -0.408235 2.553463  0.410

Atoms 1-3, force components in eV/Å:
H -0.033 0.017 0.019
H 0.055 0.035 -0.067
N 0.702 -0.010 0.225


Entry 5:
Density functional theory data (ωB97M-V with the def2-TZVPD basis set) for a single C11H10O2S molecule at a distorted geometry.

Computed properties:
LUMO energy: -0.671 eV
Electronic energy: -973.7032 Ha
Structure (SMILES): C=CC1=C(C)c2ccccc2S1(=O)=O
Kohn-Sham gap: 7.551 eV
Relative energy (zero: lowest compared OMol25 entry of this formula, charge and spin): 2.086 eV
HOMO level: -0.30215 hartree

Last column: Mulliken charge in e.
Cartesian coordinates (Å):
H -1.702496 1.246939 -1.582699  0.342
H 2.151564 -1.964452 2.550963  0.480
H -1.818800 1.592128 3.053002  0.369
O -0.722743 -0.462576 3.023390  -0.625
H -1.653735 -0.426252 -1.705793  0.377
H 3.163549 -2.505004 -1.522685  0.552
H -2.158193 2.245106 0.195652  0.376
C -0.752271 0.987261 0.909161  0.560
H 1.368977 -1.063425 -2.152905  0.317
C 2.766062 -2.374507 0.470505  -0.159
C 0.673113 -0.651605 -0.137839  0.787
C -2.306832 2.150803 2.294838  -0.965
C 1.040646 -0.981829 1.181252  0.276
C 1.995404 -1.892610 1.520518  -0.831
S 0.221728 0.249238 2.230083  1.090
C 1.492369 -1.261944 -1.126134  -0.328
C 2.532705 -2.095838 -0.847166  -1.009
C -0.323771 0.375680 -0.382631  0.012
O 1.084944 1.172004 2.909416  -0.611
H -0.466282 0.516151 -2.599496  0.425
H -3.298467 2.684526 2.233058  0.283
C -1.038925 0.456337 -1.734063  -1.593
H 3.723573 -2.965222 0.784921  0.221
C -1.878914 1.825134 1.084745  -0.345

Atoms 1-3, force components in eV/Å:
H -1.113 1.515 -0.639
H 0.850 -0.754 1.321
H -0.410 0.264 1.439


Entry 6:
Density functional theory data (ωB97M-V with the def2-TZVPD basis set) for a single C11H10S molecule at a distorted geometry.

Computed properties:
LUMO energy (spin up / spin down): -0.665 / -0.665 eV
Electronic energy: -823.1258 Ha
Structure (SMILES): CC1=c2ccccc2=CC=CS1
Kohn-Sham gap (spin up / spin down): 6.508 / 6.509 eV
Relative energy (zero: lowest compared OMol25 entry of this formula, charge and spin): 5.361 eV
HOMO level (spin up / spin down): -0.26362 / -0.26364 hartree

Last column: Mulliken charge in e.
Cartesian coordinates (Å):
H -2.424788 0.622499 -1.764642  0.395
C -1.482458 -1.313679 -2.167111  -0.653
C -1.495315 1.275065 0.276191  -0.288
H -2.269165 -1.703632 -2.840829  0.328
C 0.730894 -1.565038 -1.162891  -0.761
C -1.407093 1.941536 1.548655  -0.870
H 3.557001 0.016481 0.832471  0.336
H 2.830974 -1.642750 0.578303  0.366
H -0.495035 2.804506 3.305412  0.464
S 1.205714 1.568193 1.888827  -0.343
C -0.257935 -1.982294 -1.953949  -0.193
C 1.564001 -0.039751 0.394953  0.331
H 1.788562 -2.010009 -0.976506  0.079
H -0.091004 -3.008738 -2.433996  0.245
C -0.709589 0.449501 -0.514813  0.712
H 2.545477 -0.680457 2.032115  0.360
H -2.437856 1.353984 -0.115985  0.278
C -1.645441 -0.127214 -1.641019  -0.585
C 2.707704 -0.595746 0.963181  -1.314
C -0.458199 2.397673 2.370998  -0.398
H -2.268509 2.539164 1.768683  0.239
C 0.512059 -0.299292 -0.388047  1.273

Atoms 1-3, force components in eV/Å:
H -0.383 -0.919 -0.646
C -1.554 0.027 -1.480
C 3.664 -1.288 0.388


no.,molecular weight (g mol⁻¹)
1,323.12
2,311.28
3,202.21
4,379.21
5,206.27
6,174.27